Record 1
{
  "formula": "C6H13NS",
  "method": "ωB97M-V with the def2-TZVPD basis set",
  "gap_ev": 9.758,
  "total_energy_ha": -689.185940,
  "e_above_lowest_kcal_mol": 105.4,
  "smiles": "CC[C@]1(C)SC[C@H]1N",
  "elements": ["S", "H", "H", "H", "H", "C", "C", "H", "N", "H", "H", "H", "H", "C", "H", "H", "C", "H", "C", "C", "H"],
  "coordinates": [[-1.25762, -1.48647, 0.30715], [2.02080, -1.79507, 0.15721], [1.17051, -0.02521, 2.38661], [0.06567, 1.03327, -1.43125], [3.63856, -0.57064, -0.99988], [0.73066, 0.72724, 1.54153], [2.69057, 0.05987, -0.69225], [1.48829, -1.35101, -1.19856], [-0.87660, 2.16431, -0.01391], [3.13358, 1.03763, 0.04592], [-1.90797, -0.26130, -1.93359], [2.52215, 0.65163, -1.69252], [1.53049, 1.49854, 1.30586], [-0.58202, 0.72000, -0.54333], [-1.37138, 2.51429, -0.79937], [-0.18201, 1.12575, 1.90840], [0.36655, -0.26347, 0.35298], [-2.59540, 0.78979, -0.55783], [-1.77841, -0.05135, -0.88920], [1.66893, -0.87355, -0.19765], [-1.83282, 2.07314, 0.55948]]
}

Record 2
{
  "formula": "C6H13NSSi",
  "method": "ωB97M-V with the def2-TZVPD basis set",
  "gap_ev": [7.130, 7.707],
  "total_energy_ha": -978.689847,
  "e_above_lowest_kcal_mol": 87.9,
  "elements": ["H", "H", "H", "H", "H", "C", "S", "C", "H", "H", "Si", "H", "H", "C", "N", "H", "C", "C", "H", "C", "H", "H"],
  "coordinates": [[-2.20697, -2.41818, -0.04051], [4.32601, -1.10845, -0.64861], [-2.57734, -0.33330, 2.22086], [-1.08981, -1.98378, -1.29077], [1.84952, 0.31501, -2.36198], [1.33301, 1.27448, 0.42876], [2.01691, -1.32664, 0.26893], [0.88955, -0.02338, 0.17472], [-2.13187, 2.00731, 0.09220], [-1.94966, 1.32936, -1.40973], [-1.03923, -0.15181, 0.29226], [2.27101, -0.02573, -1.87300], [3.56254, 0.42213, -0.37624], [-1.49185, -0.29392, 2.15274], [1.73013, 2.33687, 0.55289], [-0.72167, 2.23781, -0.50364], [-1.41386, 1.53412, -0.49025], [-1.84602, -1.56957, -0.71415], [-1.20209, 0.60257, 2.51749], [3.38655, -0.63916, -0.52747], [-2.72707, -1.31919, -1.24292], [-0.96779, -0.86655, 2.77843]]
}

Record 3
{
  "formula": "C6H13O",
  "method": "ωB97M-V with the def2-TZVPD basis set",
  "total_charge": -1,
  "gap_ev": 5.851,
  "total_energy_ha": -311.555915,
  "e_above_lowest_kcal_mol": 47.8,
  "smiles": "CCCCCC[O-]",
  "elements": ["H", "H", "H", "H", "H", "H", "H", "C", "C", "H", "C", "H", "H", "C", "H", "H", "O", "H", "C", "C"],
  "coordinates": [[-2.72441, 1.47415, -0.37587], [2.23606, -0.82060, 0.94365], [-0.73005, -0.97304, 0.79430], [1.95857, 1.35634, -0.64424], [0.58486, -1.19802, 2.03295], [-2.35136, 2.34706, -1.83081], [-2.80780, 0.69597, -1.99899], [1.38341, -0.55911, 0.31425], [1.43733, 0.93190, 0.23650], [-0.18037, 0.65744, -2.17869], [0.27140, -1.45395, 0.99288], [-0.77305, -0.18624, -0.79823], [1.53375, -0.99919, -0.69990], [-0.75515, 0.81377, -1.17961], [0.10182, 2.54189, -0.29579], [1.83236, 1.31029, 1.25237], [0.09250, -2.83804, 1.05956], [-0.38834, 1.29582, 0.96748], [0.01526, 1.44784, -0.00612], [-2.19092, 1.35329, -1.29868]]
}

Record 4
{
  "formula": "C6H13O",
  "method": "ωB97M-V with the def2-TZVPD basis set",
  "total_charge": -1,
  "gap_ev": 6.036,
  "total_energy_ha": -311.610847,
  "e_above_lowest_kcal_mol": 13.3,
  "smiles": "CCCCCC[O-]",
  "elements": ["C", "H", "H", "C", "H", "H", "C", "C", "C", "H", "H", "C", "H", "H", "H", "H", "H", "O", "H", "H"],
  "coordinates": [[1.95030, 1.85144, -0.18804], [-1.09631, 0.57396, 1.19325], [3.00847, 1.59342, -0.07347], [-0.41463, 0.88471, 0.40076], [-2.32975, -1.10177, 0.45901], [-0.77199, 1.90887, 0.12238], [1.04743, 1.01722, 0.75622], [-0.83946, -0.02305, -0.78623], [-0.57268, -2.26536, 0.25217], [-2.18575, -1.74238, -1.16797], [0.00963, -0.29210, -1.41404], [-1.61363, -1.27949, -0.36438], [-0.31064, -1.92513, 1.28299], [1.39578, -0.02354, 0.74893], [1.83574, 2.93365, -0.04848], [-1.53556, 0.51834, -1.43620], [-1.09807, -3.23564, 0.42551], [0.45331, -2.53140, -0.61847], [1.27629, 1.50498, 1.71168], [1.79153, 1.63328, -1.25562]]
}

Record 5
{
  "formula": "C6H13O2",
  "method": "ωB97M-V with the def2-TZVPD basis set",
  "total_charge": -1,
  "gap_ev": 7.387,
  "total_energy_ha": -386.939524,
  "e_above_lowest_kcal_mol": 12.5,
  "elements": ["C", "H", "H", "H", "C", "C", "H", "H", "H", "H", "H", "C", "O", "C", "H", "H", "H", "C", "H", "H", "O"],
  "coordinates": [[0.41302, -1.21202, -1.34956], [-0.10532, -0.72445, -0.51969], [0.31705, 1.80008, -0.44044], [-1.32715, 0.10671, 1.91598], [0.31913, 1.47081, 1.73361], [-0.08502, -0.88145, -2.79171], [-1.10375, 2.36186, 0.33294], [0.93202, 2.04900, 2.40900], [-0.51939, -3.18194, -1.25654], [1.44709, -0.85412, -1.31944], [-0.70710, 0.56046, 3.44184], [0.45667, -2.72541, -1.09846], [-0.98970, -1.60580, -3.25219], [-0.92423, 0.95951, 2.45333], [0.89538, 0.61597, 1.40468], [-1.69244, 1.72889, 2.50076], [0.69309, -3.00925, -0.06437], [-0.02846, 2.28573, 0.47807], [0.32773, 3.31852, 0.51550], [1.18210, -3.16077, -1.78012], [0.49927, 0.09766, -3.31319]]
}

Record 6
{
  "formula": "C6H13OPS2",
  "method": "ωB97M-V with the def2-TZVPD basis set",
  "gap_ev": 9.462,
  "total_energy_ha": -1449.330028,
  "e_above_lowest_kcal_mol": 25.0,
  "smiles": "C=CCSP(OCC)SC",
  "elements": ["H", "C", "C", "H", "C", "C", "H", "C", "S", "H", "P", "H", "S", "H", "H", "H", "H", "O", "H", "C", "H", "H", "H"],
  "coordinates": [[1.40805, 2.56308, 0.34722], [2.49147, 1.48790, 1.67433], [0.56395, 2.48153, -2.27369], [2.52504, 2.18145, 2.49793], [-3.17167, -2.98541, -0.22072], [-1.91953, -3.25015, 0.08983], [-1.41459, -4.23300, 0.27631], [1.17737, 1.59272, 0.85260], [-1.43831, -0.47531, 0.43103], [0.24887, 3.28858, -2.94695], [-0.01713, 0.08639, -0.96061], [3.24277, 1.39867, 0.97359], [-0.83811, 2.02682, -1.29115], [-3.83806, -3.91192, -0.56767], [2.54771, 0.56546, 2.20122], [-3.65192, -2.02131, -0.30038], [0.34060, 1.51524, 1.57583], [1.19530, 0.48817, 0.01595], [-0.78004, -2.34819, 1.68892], [-0.86646, -2.30017, 0.57561], [1.31879, 2.59397, -1.58387], [0.04950, -2.35574, -0.09880], [0.82639, 1.61122, -2.95653]]
}

Record 7
{
  "formula": "C6H14",
  "method": "ωB97M-V with the def2-TZVPD basis set",
  "total_charge": -1,
  "gap_ev": [5.099, 4.977],
  "total_energy_ha": -236.703009,
  "e_above_lowest_kcal_mol": 147.6,
  "multiplicity": 2,
  "s2": 0.7561,
  "elements": ["C", "H", "H", "H", "H", "C", "H", "H", "H", "H", "C", "H", "C", "C", "C", "H", "H", "H", "H", "H"],
  "coordinates": [[-2.23742, -0.18907, 0.52105], [-2.04797, -1.18369, 0.96252], [3.36238, 1.33750, 0.61105], [1.40272, 1.88177, 1.92613], [-3.30776, -0.13937, 0.14497], [-1.34875, -0.20231, -0.87743], [0.63347, -0.97795, -0.95719], [-2.00945, 0.67552, 1.21628], [0.79424, 1.97733, -0.31364], [-1.60430, 0.74583, -1.35256], [0.97324, 0.89603, -0.02440], [1.11993, 0.00054, 1.90601], [1.40035, 0.89856, 1.41541], [2.58570, 0.59631, 0.08754], [0.15792, -0.20942, -0.53110], [-1.62257, -2.50235, -1.50241], [2.85545, 0.66568, -1.01860], [2.76834, -0.43819, 0.38935], [-1.92722, -0.93500, -1.52703], [-1.94830, -2.89771, -1.07595]]
}

Record 8
{
  "formula": "C6H14",
  "method": "ωB97M-V with the def2-TZVPD basis set",
  "gap_ev": 10.839,
  "total_energy_ha": -236.949868,
  "e_above_lowest_kcal_mol": 38.6,
  "smiles": "C=CCC(C)C.[H][H]",
  "elements": ["H", "C", "H", "H", "H", "H", "H", "H", "C", "H", "H", "C", "H", "H", "H", "H", "C", "H", "C", "C"],
  "coordinates": [[-0.33361, -0.72745, -1.60929], [-2.26123, 0.36768, 1.07371], [1.93665, -1.24873, -2.04353], [-2.08756, -0.82358, -1.39389], [0.20629, 0.63060, 1.94142], [2.59806, 1.62649, -0.12413], [3.53328, 0.02900, -0.21555], [0.19079, 1.55985, 0.44627], [1.53663, -0.10469, 0.46083], [1.59829, -1.18821, 0.58978], [-0.91476, -1.27209, 0.76036], [0.23158, 0.53631, 0.84587], [2.40176, -1.77784, -2.27268], [-2.40185, 1.40902, 0.75545], [-3.16723, -0.18793, 0.80734], [-2.16672, 0.36049, 2.16552], [-1.02338, -0.23438, 0.40882], [-1.29420, 0.75870, -1.50516], [-1.19011, -0.26084, -1.11084], [2.60732, 0.54758, 0.01968]]
}